one | 64
Properties=species:S:1:pos:R:3 method="wB97M-V/def2-TZVPD" smiles="CCOc1cc2[nH]c(=O)n(CCCCCC(=O)NC3CCCC3)c(=O)c2cc1OCC" homo_lumo_gap_ha=0.3226
C 6.3027 2.7138 -0.2600
C 5.8871 2.5142 1.1924
O 4.4825 2.3577 1.3335
C 3.8111 1.3003 0.8263
C 2.4498 1.5317 0.6587
C 1.5977 0.5471 0.1833
N 0.2499 0.7649 0.0073
C -0.6294 -0.1628 -0.4789
O -1.8022 0.1211 -0.6331
N -0.1027 -1.3997 -0.7762
C -1.0091 -2.4351 -1.2606
C -1.3251 -3.4771 -0.1825
C -1.9087 -2.8806 1.0986
C -3.2988 -2.2783 0.8965
C -3.7188 -1.3999 2.0778
C -4.8652 -0.4690 1.7003
O -5.9715 -0.5355 2.1980
N -4.5139 0.4493 0.7797
C -5.4350 1.4051 0.2094
C -4.8062 2.8062 0.2019
C -4.1307 2.8924 -1.1631
C -5.1735 2.2663 -2.0846
C -5.7250 1.0862 -1.2759
C 1.2422 -1.7500 -0.6654
O 1.6214 -2.8554 -0.9925
C 2.1159 -0.7032 -0.1478
C 3.4788 -0.9480 0.0256
C 4.3372 0.0163 0.5158
O 5.6653 -0.1985 0.7522
C 6.2722 -1.4096 0.3387
C 6.5033 -1.4748 -1.1673
H 6.0994 1.8182 -0.8412
H 7.3664 2.9285 -0.3077
H 5.7538 3.5452 -0.6965
H 6.0996 3.4170 1.7718
H 6.4223 1.6713 1.6349
H 2.0748 2.5103 0.9136
H -0.1359 1.6745 0.2218
H -0.5172 -2.9325 -2.1000
H -1.9121 -1.9367 -1.6118
H -0.4019 -4.0075 0.0567
H -2.0271 -4.1952 -0.6091
H -1.9551 -3.6596 1.8622
H -1.2308 -2.1066 1.4697
H -4.0315 -3.0738 0.7512
H -3.2902 -1.6675 -0.0049
H -2.8732 -0.7819 2.3909
H -4.0315 -2.0122 2.9236
H -3.5942 0.4131 0.3606
H -6.3366 1.3561 0.8245
H -4.1162 2.9368 1.0343
H -5.5880 3.5629 0.2780
H -3.8767 3.9133 -1.4464
H -3.2226 2.2878 -1.1698
H -4.7526 1.9500 -3.0378
H -5.9663 2.9891 -2.2844
H -6.7887 0.9372 -1.4518
H -5.2094 0.1645 -1.5471
H 3.8201 -1.9379 -0.2292
H 7.2326 -1.4111 0.8617
H 5.6904 -2.2711 0.6850
H 7.1235 -0.6398 -1.4853
H 7.0111 -2.4023 -1.4152
H 5.5624 -1.4351 -1.7105

two | 64
Properties=species:S:1:pos:R:3 method="wB97M-V/def2-TZVPD" smiles="CCOc1cc2[nH]c(=O)n(CCCCCC(=O)NC3CCCC3)c(=O)c2cc1OCC" homo_lumo_gap_ha=0.3161
C 3.8633 4.3525 -1.9792
C 3.3989 2.9057 -2.0536
O 2.0286 2.8949 -1.6858
C 1.2942 1.7595 -1.6212
C -0.0290 1.9744 -1.2527
C -0.9277 0.9267 -1.1145
N -2.2421 1.1257 -0.7843
C -3.1282 0.1189 -0.5124
O -4.2621 0.3544 -0.1562
N -2.6670 -1.1683 -0.7214
C -3.5929 -2.2485 -0.4041
C -3.8009 -2.3770 1.1053
C -2.5063 -2.7264 1.8413
C -2.5199 -2.2909 3.3074
C -2.4269 -0.7673 3.4670
C -1.1764 -0.2144 2.8012
O -1.2064 0.3752 1.7380
N -0.0447 -0.4407 3.5018
C 1.2944 -0.0725 3.0831
C 1.7558 -0.7328 1.7805
C 3.0075 0.0662 1.4349
C 2.6716 1.5129 1.8356
C 1.4640 1.4242 2.7825
C -1.3880 -1.5044 -1.1416
O -1.0653 -2.6657 -1.3158
C -0.4874 -0.3758 -1.3427
C 0.8367 -0.5988 -1.7225
C 1.7359 0.4364 -1.8772
O 3.0510 0.2553 -2.2346
C 3.4863 -1.0152 -2.6788
C 2.9797 -1.3643 -4.0742
H 3.7366 4.7324 -0.9691
H 3.2766 4.9676 -2.6559
H 4.9115 4.4169 -2.2560
H 3.9824 2.2832 -1.3672
H 3.5216 2.5182 -3.0705
H -0.3360 2.9911 -1.0652
H -2.5526 2.0554 -0.5390
H -3.1615 -3.1613 -0.8186
H -4.5479 -2.0292 -0.8875
H -4.5557 -3.1436 1.2881
H -4.1972 -1.4274 1.4624
H -2.3380 -3.8038 1.7842
H -1.6625 -2.2424 1.3477
H -1.6764 -2.7588 3.8225
H -3.4372 -2.6418 3.7860
H -2.4244 -0.5076 4.5280
H -3.2860 -0.2887 2.9972
H -0.1263 -0.9622 4.3589
H 1.9688 -0.3652 3.8950
H 0.9883 -0.5867 1.0215
H 1.9474 -1.7994 1.8938
H 3.8505 -0.3017 2.0236
H 3.2714 -0.0159 0.3830
H 2.4161 2.1050 0.9588
H 3.5240 1.9876 2.3218
H 1.6026 2.0056 3.6933
H 0.5647 1.7747 2.2799
H 1.1208 -1.6270 -1.8768
H 4.5766 -0.9251 -2.6907
H 3.2136 -1.7941 -1.9569
H 3.4030 -2.3146 -4.3867
H 1.8956 -1.4410 -4.0868
H 3.2803 -0.5944 -4.7809

Taking the most stable structure as the zero point, the relative energies in eV are one 0.106; two 0.000.

one | 13
Properties=species:S:1:pos:R:3 method="wB97M-V/def2-TZVPD" smiles=C[C@H](F)[C@H]1CS1 homo_lumo_gap_ha=0.3561
C 1.1992 0.5879 -0.8839
C 0.9040 -0.3404 0.2654
F 1.5127 -1.6105 0.0160
C -0.5921 -0.5518 0.6332
C -1.7449 0.3438 0.4789
S -1.5882 -1.0322 -0.8081
H 0.8837 1.6170 -0.6185
H 2.3328 0.5357 -0.9529
H 0.7439 0.2530 -1.8677
H 1.2946 0.1321 1.1882
H -0.6606 -1.2886 1.4056
H -1.7946 1.3188 0.0332
H -2.4905 0.0351 1.1107

two | 13
Properties=species:S:1:pos:R:3 method="wB97M-V/def2-TZVPD" homo_lumo_gap_ha=0.3467
C -0.7605 0.8406 1.8678
S -0.9418 1.1576 0.1115
C 0.0106 -0.1597 -0.6235
C 0.9430 0.2527 -1.7245
C -0.1257 -1.4226 -0.2801
F -0.9793 -1.8564 0.6675
H 0.3110 0.7733 2.1361
H -1.2509 -0.1152 2.1526
H -1.2507 1.6748 2.4010
H 1.4304 -0.6137 -2.1846
H 1.6991 0.9117 -1.3466
H 0.4460 0.7799 -2.4997
H 0.4688 -2.2230 -0.6773

Taking the most stable structure as the zero point, the relative energies in eV are one 0.303; two 0.000.

one | 12
Properties=species:S:1:pos:R:3 method="wB97M-V/def2-TZVPD" smiles="C/C(=C/Cl)SC=S" homo_lumo_gap_ha=0.2854
C -1.2579 -0.1796 -0.3293
C 0.3252 -0.4393 -0.4024
C 0.9859 -0.7073 -1.6171
Cl 2.6182 -0.7624 -1.7802
S 0.8732 -0.7062 1.3084
C 0.5557 0.8826 1.9750
S -0.2474 2.1282 1.1391
H -1.6601 -0.0181 -1.3192
H -1.7207 -0.9194 0.2887
H -1.3977 0.7162 0.3512
H 0.2463 -0.9798 -2.5450
H 0.6794 0.9849 2.9309

two | 12
Properties=species:S:1:pos:R:3 method="wB97M-V/def2-TZVPD" smiles="S=C1[C@H](S)C[C@@H]1Cl" homo_lumo_gap_ha=0.3007
S -1.4327 -1.5309 -0.1858
C -0.5890 -0.1853 0.0302
C -0.3444 1.0112 -0.7112
S 0.1052 0.7425 -2.3689
C 0.8239 1.3209 0.2014
C 0.1401 0.4240 1.2161
Cl 1.2531 -0.5343 2.2283
H -1.2094 1.7371 -0.7483
H -1.2425 0.3115 -3.0090
H 1.0255 2.4077 0.5393
H 1.6740 0.8425 -0.2516
H -0.4933 0.9740 2.0447

Taking the most stable structure as the zero point, the relative energies in eV are one 0.822; two 0.000.

one | 25
Properties=species:S:1:pos:R:3 method="wB97M-V/def2-TZVPD" total_charge=-1 homo_lumo_gap_ha=0.2451
C 2.6534 -1.4984 -1.4920
C 2.8997 -0.0011 -1.5871
C 1.6998 -1.9221 -2.6825
O 1.7723 -1.2549 -3.7358
O 1.0041 -2.9359 -2.4365
H 3.4702 -2.2143 -1.4685
H 2.1202 -1.5801 -0.5435
H 3.6070 0.3923 -0.8481
H 1.9771 0.5829 -1.5081
H 3.2392 0.1948 -2.6112
C 0.5188 1.2039 2.9384
C -2.4576 -0.0201 0.9246
C -3.3225 1.0515 0.9662
C -1.2012 0.0003 1.5078
C -0.7844 1.1632 2.1920
C -2.9090 2.1894 1.6107
C -1.6651 2.2350 2.2820
H -2.6805 -0.9054 0.3212
H -4.2721 0.9852 0.4528
H -0.5190 -0.8355 1.5044
H -3.4010 3.1557 1.6945
H 0.1881 1.1209 3.9638
H 1.0196 2.1876 2.9202
H -1.4664 3.1147 2.8846
H 1.2697 0.5580 2.5174

two | 25
Properties=species:S:1:pos:R:3 method="wB97M-V/def2-TZVPD" total_charge=-1 homo_lumo_gap_ha=0.2566
C 1.0810 2.2738 0.3200
C -0.2009 2.3987 1.1066
C 2.2953 1.6835 1.2206
O 2.3092 2.0607 2.3906
O 3.0436 0.8850 0.5940
H 1.0906 1.6369 -0.5617
H 1.4033 3.2788 0.0288
H -0.8743 1.5499 0.9225
H -0.7763 3.2984 0.8671
H -0.0070 2.4034 2.1794
C -1.7425 -0.8474 -3.1498
C 0.0985 -1.2371 0.1790
C -0.3084 -0.8751 -1.0847
C -0.8543 -1.9582 0.9075
C -1.4634 -1.2683 -1.7296
C -2.0959 -2.2883 0.3606
C -2.3719 -2.0204 -0.9849
H 1.0733 -0.9306 0.5296
H 0.3719 -0.2638 -1.6810
H -0.5653 -2.1456 1.9363
H -2.8336 -2.7407 1.0047
H -2.1909 0.1491 -3.0902
H -2.3786 -1.5701 -3.6581
H -3.2076 -2.4767 -1.4981
H -0.8324 -0.7181 -3.7295

Taking the most stable structure as the zero point, the relative energies in eV are one 0.390; two 0.000.